No. 1
{"formula": "C22H17BrN4Ni", "method": "ωB97M-V/def2-TZVPD", "orbital_gap_ev": 7.98, "de_lowest_kcal_mol": 0.00, "charge": 0, "mol_weight_g_mol": 476.0, "homo_energy_ev": -8.277, "species": ["Ni", "N", "C", "C", "C", "C", "C", "C", "C", "C", "C", "C", "C", "C", "H", "H", "H", "H", "H", "H", "H", "H", "H", "H", "N", "C", "C", "C", "C", "C", "C", "C", "N", "C", "C", "N", "C", "H", "H", "H", "H", "H", "H", "H", "Br"], "coordinates": [[1.3713, 0.5065, -0.4612], [3.2878, 0.5773, -0.6256], [4.1248, -0.4998, -0.1433], [5.2536, -0.8402, -0.8742], [6.0244, -1.9290, -0.5054], [5.6442, -2.6815, 0.5985], [4.5317, -2.3165, 1.3366], [3.7581, -1.2023, 1.0005], [2.6457, -0.7290, 1.8699], [2.7486, -0.9594, 3.2459], [1.7917, -0.4908, 4.1288], [0.7191, 0.2395, 3.6370], [0.6158, 0.4704, 2.2725], [1.5555, -0.0094, 1.3545], [3.3442, 0.6152, -1.6434], [3.6116, 1.4949, -0.3225], [5.5130, -0.2544, -1.7487], [6.8993, -2.1965, -1.0822], [6.2137, -3.5564, 0.8836], [4.2435, -2.9196, 2.1870], [3.6111, -1.4804, 3.6412], [1.8968, -0.6755, 5.1901], [-0.0304, 0.6359, 4.3111], [-0.2271, 1.0534, 1.9194], [-8.5483, 2.6260, -3.2390], [-7.5489, 2.2310, -2.8335], [-6.2979, 1.7349, -2.3262], [-6.0267, 0.3697, -2.3635], [-4.8221, -0.1072, -1.8809], [-3.8979, 0.7803, -1.3469], [-4.1652, 2.1419, -1.2983], [-5.3623, 2.6205, -1.7978], [-2.6647, 0.2895, -0.8480], [-2.4590, -0.8962, -0.1668], [-1.1303, -0.9519, 0.0943], [-0.5199, 0.1673, -0.4272], [-1.4616, 0.8901, -0.9845], [-6.7540, -0.3108, -2.7836], [-4.5900, -1.1618, -1.9374], [-3.4469, 2.8205, -0.8588], [-5.5817, 3.6785, -1.7671], [-3.2684, -1.5541, 0.0914], [-0.5706, -1.6947, 0.6334], [-1.2994, 1.8008, -1.5356], [1.2680, 1.6732, -2.5942]], "forces_ev_per_a": [[-0.1, 0.0, 0.1], [0.1, 0.2, -0.3], [-0.1, -0.1, 0.0], [-0.1, -0.1, -0.1], [0.0, 0.0, 0.1], [0.0, 0.0, -0.1], [0.0, 0.0, 0.0], [0.0, 0.0, 0.1], [0.0, 0.0, -0.1], [0.0, 0.0, 0.0], [0.0, 0.0, -0.1], [0.1, 0.0, 0.0], [0.0, 0.0, 0.1], [0.0, 0.0, 0.0], [0.1, 0.1, 0.0], [0.0, -0.1, 0.2], [0.0, 0.0, 0.0], [0.0, 0.0, 0.0], [0.0, 0.0, 0.0], [0.0, 0.0, 0.0], [0.0, 0.0, 0.0], [0.0, 0.0, 0.0], [0.0, 0.0, 0.0], [0.0, 0.0, 0.0], [0.0, 0.0, 0.0], [0.0, 0.0, 0.0], [0.0, 0.0, 0.0], [0.0, 0.0, 0.0], [0.0, 0.0, 0.0], [0.0, 0.0, 0.0], [0.0, 0.0, 0.0], [0.0, 0.0, 0.0], [0.0, 0.0, 0.0], [0.0, 0.0, 0.0], [0.0, 0.0, 0.0], [0.1, 0.0, 0.0], [0.0, 0.0, -0.1], [0.0, 0.0, 0.0], [0.0, 0.0, 0.0], [0.0, 0.0, 0.0], [0.0, 0.0, 0.0], [0.0, 0.0, 0.0], [0.0, 0.0, 0.0], [0.0, 0.0, 0.0], [0.0, -0.1, 0.0]]}

No. 2
{"formula": "C36H40N3O3OsPS2Sb2", "method": "ωB97M-V/def2-TZVPD", "orbital_gap_ev": [3.51, 3.64], "de_lowest_kcal_mol": 30.94, "charge": 2, "mol_weight_g_mol": 1091.6, "homo_energy_ev": [-12.379, -12.457], "species": ["Os", "C", "C", "C", "Sb", "C", "C", "C", "C", "C", "C", "C", "C", "C", "C", "C", "C", "Sb", "C", "C", "C", "C", "C", "C", "C", "C", "C", "C", "C", "C", "H", "H", "H", "H", "H", "H", "H", "H", "H", "H", "H", "H", "H", "H", "H", "H", "H", "H", "H", "H", "H", "H", "H", "H", "H", "H", "O", "N", "C", "C", "N", "C", "N", "C", "C", "C", "O", "P", "S", "S", "O", "C", "C", "C", "H", "H", "H", "H", "H", "H", "H", "H", "H", "H", "H", "H", "H", "H"], "coordinates": [[-0.1700, -0.9240, -0.3106], [1.7253, 1.6221, -2.8584], [0.2197, 1.4563, -3.0030], [-0.5034, 2.7342, -2.6107], [-0.5390, 3.1403, -0.5043], [-0.8397, 5.2032, -0.4416], [-0.5591, 5.9224, 0.7133], [-0.8657, 7.2727, 0.7659], [-1.4417, 7.8934, -0.3303], [-1.7170, 7.1718, -1.4809], [-1.4147, 5.8220, -1.5465], [-2.4413, 2.3374, -0.1742], [-3.4486, 3.1116, 0.3868], [-4.7496, 2.6281, 0.3940], [-5.0405, 1.3893, -0.1521], [-4.0250, 0.6102, -0.7000], [-2.7317, 1.0927, -0.6961], [2.3276, 1.4956, -0.8256], [2.1754, -0.6037, -0.6240], [1.6458, -1.4565, -1.6141], [1.8883, -2.8712, -1.5451], [2.6297, -3.3772, -0.5299], [3.1470, -2.5253, 0.4824], [2.9082, -1.1876, 0.4577], [4.4202, 1.5887, -0.9882], [5.0511, 0.7154, -1.8643], [6.4295, 0.7436, -1.9717], [7.1699, 1.6294, -1.2012], [6.5360, 2.4925, -0.3251], [5.1546, 2.4730, -0.2131], [2.0225, 2.6093, -3.2186], [2.2962, 0.8845, -3.4268], [-0.1552, 0.6101, -2.3861], [-0.0423, 1.1757, -4.0263], [-0.0423, 3.5900, -3.1058], [-1.5609, 2.7019, -2.8819], [-0.1101, 5.4429, 1.5741], [-0.6542, 7.8380, 1.6618], [-1.6763, 8.9474, -0.2897], [-2.1684, 7.6604, -2.3325], [-1.6444, 5.2737, -2.4499], [-3.2357, 4.0836, 0.8127], [-5.5378, 3.2284, 0.8264], [-6.0587, 1.0294, -0.1550], [-4.2417, -0.3543, -1.1391], [-1.9351, 0.4939, -1.1365], [1.2480, -1.0489, -2.5389], [1.5027, -3.5100, -2.3273], [2.8328, -4.4378, -0.4921], [3.7480, -2.9433, 1.2756], [3.3315, -0.5535, 1.2261], [4.4867, 0.0147, -2.4676], [6.9281, 0.0743, -2.6567], [8.2469, 1.6419, -1.2843], [7.1146, 3.1798, 0.2739], [4.6676, 3.1504, 0.4757], [-0.0803, 0.6301, 0.9670], [0.9349, 0.6740, 1.8412], [0.8827, 1.6205, 2.7297], [1.9436, 1.7052, 3.6760], [2.8048, 1.7607, 4.4297], [-0.1320, 2.6243, 2.7154], [-0.9606, 3.4189, 2.6831], [-3.8449, -4.6453, 2.8944], [-3.2834, -3.5923, 1.9707], [-4.3191, -2.8913, 1.1269], [-2.3522, -4.3088, 1.0765], [-1.0929, -3.7698, 0.3496], [-1.4035, -2.5745, -1.2980], [-0.0437, -2.4186, 1.4341], [-0.3258, -5.0315, -0.1268], [-0.0120, -6.2659, 0.6452], [-1.2006, -7.1933, 0.6153], [0.4718, -5.9071, 2.0286], [-4.5409, -4.1808, 3.5900], [-3.0582, -5.1237, 3.4731], [-4.3833, -5.4036, 2.3299], [-2.6747, -2.8702, 2.5281], [-4.8809, -3.6069, 0.5293], [-3.8640, -2.1553, 0.4645], [-5.0142, -2.3695, 1.7840], [0.8035, -6.6807, 0.0486], [-2.0071, -6.8334, 1.2482], [-0.8844, -8.1692, 0.9827], [-1.5724, -7.3199, -0.3986], [-0.3308, -5.4874, 2.6370], [1.3023, -5.2028, 1.9989], [0.8142, -6.8148, 2.5251]], "forces_ev_per_a": [[1.2, -0.8, -0.9], [0.1, 0.1, -0.2], [-0.1, -0.2, 0.1], [0.0, 0.1, -0.1], [0.0, -0.6, -0.7], [0.4, 0.4, 0.6], [0.1, 0.0, 0.2], [0.0, 0.0, 0.0], [0.0, 0.1, 0.0], [0.0, 0.0, 0.0], [0.0, -0.2, -0.3], [-0.1, 0.1, 0.4], [0.1, 0.2, 0.2], [0.0, 0.1, 0.0], [0.1, -0.1, -0.1], [-0.2, 0.1, 0.0], [0.2, -0.3, -0.3], [-0.5, -0.3, -0.8], [-0.6, 0.4, 0.9], [-1.5, 0.0, -0.1], [0.5, 0.0, 0.0], [-0.1, 0.0, -0.3], [0.0, 0.2, 0.1], [0.5, -0.3, 0.1], [0.4, 0.6, 0.6], [-0.4, -0.2, -0.2], [0.1, 0.1, 0.0], [0.0, 0.0, 0.0], [0.1, 0.0, 0.0], [-0.1, 0.2, 0.1], [0.1, -0.1, -0.1], [0.0, 0.0, 0.1], [0.1, 0.1, -0.1], [0.0, 0.1, 0.0], [0.0, 0.0, 0.0], [0.0, 0.0, 0.1], [0.0, 0.1, -0.1], [0.0, 0.0, 0.0], [0.0, 0.0, 0.0], [0.0, 0.0, 0.0], [0.0, 0.0, -0.1], [0.0, 0.0, 0.0], [0.0, 0.0, 0.0], [-0.1, 0.0, 0.0], [0.0, 0.0, 0.0], [-0.2, 0.0, -0.1], [0.4, -0.1, -0.1], [0.0, 0.0, 0.0], [0.0, -0.1, 0.0], [0.0, 0.0, 0.1], [0.0, 0.0, 0.0], [0.0, -0.1, 0.0], [0.0, -0.1, 0.0], [0.0, 0.0, 0.0], [0.0, 0.0, 0.0], [0.0, 0.0, 0.0], [0.4, 1.4, 1.2], [-0.5, -0.2, 0.0], [0.0, -0.2, -0.7], [0.1, -0.1, 0.1], [0.2, 0.1, 0.1], [-0.1, -0.3, 0.2], [-0.2, 0.2, -0.3], [0.0, 0.1, 0.0], [0.2, 0.1, 0.1], [0.0, 0.1, 0.1], [-0.2, -0.2, 0.0], [0.1, 0.2, -0.3], [-0.4, -0.3, -0.1], [0.1, 0.0, 0.4], [-0.1, 0.1, -0.1], [0.1, 0.1, -0.2], [0.0, -0.1, 0.0], [0.1, -0.1, 0.1], [0.0, 0.0, 0.0], [0.1, 0.0, 0.0], [0.0, 0.0, -0.1], [-0.1, -0.1, -0.1], [0.0, -0.1, 0.0], [0.0, 0.0, 0.0], [0.0, 0.0, 0.0], [-0.1, 0.0, 0.1], [0.0, 0.0, 0.0], [0.0, 0.0, 0.0], [0.0, 0.0, -0.1], [-0.1, 0.0, 0.0], [0.0, 0.0, 0.0], [0.0, 0.0, 0.0]]}

No. 3
{"formula": "C2H6N3P", "method": "ωB97M-V/def2-TZVPD", "orbital_gap_ev": [7.34, 7.34], "de_lowest_kcal_mol": 62.43, "smiles": "N=[P@@H]1C=[NH+]C=[NH+]1", "charge": 2, "mol_weight_g_mol": 103.1, "homo_energy_ev": [-20.013, -20.014], "species": ["N", "P", "C", "N", "C", "N", "H", "H", "H", "H", "H", "H"], "coordinates": [[-0.1164, -0.5306, -2.3905], [0.6334, -0.1364, -1.0909], [0.4844, -0.9546, 0.5507], [-0.3317, -0.3992, 1.3156], [-0.7516, 0.8996, 1.0160], [-0.2033, 1.2993, -0.0821], [-0.9029, -1.1376, -2.5385], [1.9929, 0.1907, -1.3286], [0.8421, -1.9471, 0.5941], [-0.5609, -0.5783, 2.2219], [-1.4600, 1.4151, 1.7182], [-0.3647, 2.1597, -0.5127]], "forces_ev_per_a": [[1.9, 0.5, 2.4], [-1.0, 0.5, -2.6], [0.5, -1.3, -2.5], [-0.1, 1.8, -0.1], [0.5, 2.2, -2.2], [-0.3, -2.2, 1.5], [-0.6, -0.1, 0.0], [-0.5, 0.3, 0.4], [0.5, -1.2, 1.1], [-0.8, -2.3, 3.5], [0.7, -0.3, -0.8], [-0.7, 2.1, -0.7]]}

No. 4
{"formula": "C2H7OS2", "method": "ωB97M-V/def2-TZVPD", "orbital_gap_ev": 6.19, "de_lowest_kcal_mol": 47.16, "charge": -1, "mol_weight_g_mol": 111.2, "homo_energy_ev": -2.455, "species": ["C", "O", "H", "H", "H", "C", "S", "S", "H", "H", "H", "H"], "coordinates": [[-1.4810, 1.5598, -0.5711], [-2.5501, 2.0124, -0.8979], [-1.3130, 0.4674, -0.5715], [-1.7083, 2.2332, 3.1793], [-0.5339, 2.0981, -0.3356], [0.3680, -1.9636, -1.3642], [0.5876, -1.5071, 0.4041], [1.2840, 0.4324, 0.7931], [0.3948, -2.9980, -1.7222], [-0.6445, -1.6139, -1.6096], [1.0843, -1.4225, -1.9909], [-1.0132, 2.3523, 3.4118]], "forces_ev_per_a": [[0.5, -0.7, -0.6], [0.1, 0.5, 0.2], [0.0, 0.0, 0.3], [0.0, 0.0, 0.0], [-0.7, 0.3, 0.0], [-0.5, 1.5, -0.7], [0.2, -1.0, 0.7], [0.0, -0.5, -0.7], [0.3, -0.2, 1.0], [0.3, 0.0, -0.4], [-0.1, 0.1, 0.1], [0.0, 0.0, 0.0]]}